ORCA calculation (ωB97M-V with the def2-TZVPD basis set) on a cluster of 4 separate species, C31H54F3N5O9PS2 in total at a distorted geometry.

Computed properties:
* frontier orbital gap: 0.203 Ha
* LUMO level: -4.8 eV
* E_tot: -3601.4268 Eh
* spin multiplicity: 1
* total charge: +1

Cartesian coordinates (Å):
S 1.130 6.641 -3.493
S 2.883 1.193 -0.546
P 0.587 8.074 1.635
F 5.212 0.877 -1.493
F 4.103 2.408 -2.563
F 4.960 2.863 -0.641
O -4.147 -9.503 3.280
O 3.336 0.641 0.677
O -1.602 6.160 0.080
O 2.257 0.328 -1.473
O -1.763 -5.997 2.161
O -2.897 4.546 -2.432
O -2.433 3.462 -0.577
O 7.488 -1.616 -4.919
O -0.304 6.606 1.834
N 6.570 1.058 -4.386
N -0.921 -3.266 1.911
N -5.625 -11.511 4.740
N 1.745 6.152 -0.838
N 1.825 2.561 -0.214
C -6.327 -10.518 3.923
C 2.386 7.758 1.818
C 0.195 4.682 0.379
C 8.891 1.259 -5.097
C -3.076 -6.186 2.667
C -5.480 -9.258 3.690
C -1.420 3.141 1.579
C -2.686 3.570 0.828
C 1.354 4.867 -0.363
C 2.146 3.795 -0.637
C -3.219 -3.354 1.098
C 0.000 -0.120 0.813
C -1.685 -5.399 0.886
C -0.668 10.122 0.184
C 1.477 6.322 -2.037
C 7.946 0.667 -4.057
C -3.325 4.079 -1.418
C 0.233 8.873 0.022
C -5.616 3.287 -2.035
C 8.082 -0.854 -3.889
C 8.272 -1.766 -6.091
C 0.674 2.339 0.477
C -0.168 3.401 0.788
C -6.802 -11.185 2.636
C 4.403 1.903 -1.374
C -0.639 5.899 0.735
C -3.992 -9.768 1.897
C -4.793 4.176 -1.091
C 2.712 6.633 2.812
C 0.346 1.022 0.862
C -1.797 -3.868 0.894
H 8.093 -0.948 -6.791
H -7.181 -10.448 1.925
H -4.698 -9.196 1.288
H -1.336 10.162 -0.673
H -3.523 2.925 1.088
H -4.718 -11.676 4.312
H 6.281 0.503 -5.188
H 3.046 3.965 -1.203
H -6.009 -11.753 2.150
H 5.955 0.747 -3.643
H -3.789 -6.423 1.872
H 9.899 0.855 -4.990
H -1.465 -3.519 -0.090
H -0.184 8.224 -0.746
H -5.276 3.416 -3.057
H 7.551 -1.140 -2.976
H -3.407 -5.304 3.221
H -1.123 -3.727 2.795
H 8.950 2.341 -4.978
H -2.417 -5.848 0.202
H -3.045 -7.022 3.365
H -2.978 -9.480 1.616
H -0.695 -5.661 0.503
H -4.101 -10.834 1.687
H 3.739 6.307 2.668
H -5.086 5.207 -1.267
H -5.398 -11.101 5.642
H -5.042 3.936 -0.060
H 2.921 7.573 0.884
H -0.039 11.004 0.138
H 2.074 5.769 2.640
H -1.534 2.089 1.807
H -0.350 -1.131 0.797
H -1.362 3.673 2.530
H -3.929 -3.904 0.479
H -3.539 -3.432 2.136
H -2.981 4.580 1.093
H -3.284 -2.300 0.823
H -7.608 -11.885 2.853
H 2.632 6.955 3.845
H 8.203 1.118 -3.092
H -1.267 10.090 1.087
H -7.219 -10.202 4.473
H 0.040 -3.535 1.713
H 7.964 -2.692 -6.575
H -6.652 3.611 -1.983
H 9.130 -1.147 -3.748
H -5.394 -8.730 4.645
H 1.199 9.202 -0.366
H 9.338 -1.830 -5.858
H 8.553 1.068 -6.115
H -5.596 2.245 -1.726
H -5.974 -8.569 2.992
H 2.802 8.683 2.213